Here is a structure of composition C27H45BrEuN2OP2 in a non-equilibrium geometry from the Open Molecules 2025 dataset. Energies are from wB97M-V/def2-TZVPD.

Output
**HOMO (alpha / beta)**: -9.8321 / -12.9345 eV
**2S+1**: 8
**LUMO level (alpha / beta)**: -5.30 / -8.82 eV
**Charge**: +2
**M**: 707.5 g/mol
**Orbital gap (alpha / beta)**: 4.54 / 4.12 eV

Each line ends with the Löwdin charge.
Element x y z (Å)
N -1.95 -8.24 0.67  0.08
C -2.77 -7.38 1.26  -0.11
C -3.04 -6.11 0.73  0.00
C -2.36 -5.71 -0.45  -0.22
C -1.52 -6.66 -1.09  0.01
C -1.35 -7.91 -0.48  -0.11
C -2.49 -4.36 -0.94  -0.18
Eu -3.01 -1.94 -1.52  1.62
P -1.77 1.95 -3.50  0.99
C -1.60 -3.80 -1.90  -0.28
C -0.29 -3.19 -1.58  -0.28
C 0.48 -2.64 -2.62  -0.04
C 1.65 -1.96 -2.34  -0.11
C 1.95 -1.59 -0.98  -0.54
C 1.30 -2.35 0.04  -0.11
C 0.21 -3.13 -0.26  -0.07
Br 1.20 0.73 -1.19  0.75
H -3.43 -3.88 -0.58  0.03
H -1.79 -3.94 -2.98  0.12
H -3.73 -5.44 1.25  0.12
H -1.03 -6.44 -2.04  0.12
H -3.24 -7.70 2.20  0.12
H -0.70 -8.66 -0.94  0.12
H 0.16 -2.78 -3.65  0.13
H -0.26 -3.77 0.50  0.12
H 2.33 -1.67 -3.13  0.11
H 1.70 -2.29 1.05  0.11
P 3.60 -0.80 -0.55  0.96
C -2.76 0.72 -2.59  -0.54
C -4.17 0.66 -3.19  -0.19
H -2.77 0.99 -1.52  0.07
H -2.16 -0.22 -2.78  -0.01
H -4.90 0.21 -2.50  0.06
H -4.51 1.68 -3.44  0.08
H -4.18 0.08 -4.13  0.08
C -0.51 0.82 -4.25  -0.47
C 0.50 1.52 -5.15  -0.15
H -1.07 0.07 -4.83  0.08
H -0.02 0.31 -3.41  -0.02
H 1.12 0.78 -5.67  0.07
H 0.01 2.14 -5.91  0.08
H 1.18 2.17 -4.57  0.07
C -0.81 2.90 -2.21  -0.49
C -1.10 4.41 -2.16  -0.15
H 0.26 2.73 -2.41  0.00
H -1.02 2.44 -1.23  0.02
H -0.43 4.92 -1.46  0.08
H -0.97 4.87 -3.14  0.07
H -2.13 4.59 -1.83  0.07
C 3.48 0.43 0.81  -0.39
C 4.55 1.51 0.80  -0.11
H 3.44 -0.11 1.76  0.08
H 2.49 0.92 0.68  -0.02
H 5.53 1.13 1.14  0.09
H 4.69 1.96 -0.19  0.06
H 4.26 2.31 1.48  0.09
C 4.21 -0.05 -2.09  -0.36
C 5.27 -0.85 -2.83  -0.12
H 4.58 0.94 -1.80  0.08
H 3.35 0.14 -2.74  0.04
H 6.26 -0.78 -2.36  0.09
H 4.99 -1.91 -2.91  0.07
H 5.36 -0.46 -3.85  0.09
C 4.89 -1.95 0.00  -0.32
C 4.78 -2.45 1.44  -0.12
H 5.82 -1.37 -0.14  0.10
H 4.93 -2.79 -0.71  0.10
H 4.01 -3.23 1.51  0.08
H 5.74 -2.88 1.75  0.09
H 4.53 -1.65 2.14  0.06
C -1.84 0.96 1.78  0.02
C -1.75 -0.47 1.42  -0.50
N -1.09 -1.29 2.24  0.22
O -2.28 -0.93 0.36  -0.23
H -1.59 1.11 2.84  0.10
H -2.86 1.34 1.62  0.11
H -1.12 1.54 1.18  0.09
H -1.00 -2.27 2.01  0.11
H -0.66 -0.94 3.09  0.13